[1]
{"formula": "C47H103N8O12PS", "method": "the ωB97M-V functional and the def2-TZVPD basis", "gap_ev": 7.94, "e_tot_ev": -107011.552, "spin_multiplicity": 1, "homo_ev": -7.552, "fmax_ev_per_a": 7.577, "symbols": ["H", "C", "H", "C", "C", "H", "H", "H", "H", "H", "H", "H", "C", "H", "H", "H", "C", "C", "O", "H", "C", "H", "H", "C", "H", "H", "C", "H", "O", "H", "S", "C", "C", "O", "H", "H", "H", "H", "C", "H", "H", "H", "H", "C", "H", "N", "C", "C", "H", "C", "H", "N", "H", "O", "N", "H", "C", "H", "H", "H", "H", "C", "C", "H", "H", "C", "H", "H", "H", "H", "H", "H", "H", "C", "C", "H", "O", "H", "C", "H", "H", "C", "H", "H", "H", "H", "N", "N", "H", "C", "H", "C", "H", "N", "C", "H", "O", "H", "H", "C", "O", "H", "H", "H", "C", "H", "C", "H", "H", "H", "H", "H", "C", "C", "H", "H", "H", "N", "H", "P", "O", "H", "C", "H", "O", "H", "C", "H", "O", "C", "H", "H", "C", "H", "H", "H", "C", "C", "H", "H", "H", "C", "H", "H", "C", "O", "C", "H", "H", "C", "H", "H", "C", "O", "H", "H", "N", "H", "H", "H", "C", "H", "C", "H", "H", "H", "H", "C", "C", "H", "H", "H"], "coordinates": [[0.76, -4.57, -2.53], [1.01, -4.54, -3.67], [-5.30, -3.31, 2.15], [7.84, -0.66, -0.93], [10.61, -1.56, 2.71], [4.86, 3.79, -2.60], [1.98, -2.49, 1.72], [-4.62, 2.46, -1.13], [8.92, 1.16, 0.05], [-1.82, -2.67, -8.10], [0.65, 0.03, -2.55], [-7.11, -1.49, 5.28], [-2.08, -3.94, 0.39], [-6.03, -3.36, 5.79], [1.89, -3.76, -3.80], [0.08, -1.52, 0.04], [6.49, 2.04, -2.54], [-4.24, -0.50, 0.22], [-5.34, -4.78, 4.52], [-0.83, -2.59, -11.18], [11.70, -0.67, 4.69], [2.84, 1.08, -3.68], [0.26, 3.97, -3.60], [4.95, 2.60, -2.71], [-3.82, 9.33, 5.15], [-4.15, 0.59, 0.68], [5.81, 0.30, 2.33], [1.25, 0.65, -0.80], [-3.21, 3.83, -2.07], [0.18, -3.88, -5.69], [-5.19, -2.33, -1.73], [-6.19, 7.27, 5.81], [2.84, -1.61, -0.20], [-7.54, 0.26, -0.46], [-2.17, -4.42, 5.39], [7.19, 2.82, -3.09], [-5.36, 6.71, 6.26], [-2.44, 6.50, -1.98], [1.58, 0.22, -1.84], [1.63, -1.69, -9.11], [6.18, 1.25, 2.91], [11.14, -3.30, 5.32], [-3.10, -4.18, -2.99], [7.10, -0.56, 1.73], [-5.00, 7.24, 0.95], [-6.94, 6.70, 0.35], [-8.27, 7.13, -0.06], [0.12, 4.88, -3.01], [8.05, 0.12, 1.79], [-6.36, -3.21, 2.42], [6.18, 1.65, -0.21], [-5.64, 8.34, 5.00], [-0.87, -6.38, 3.01], [-7.48, 4.45, 0.19], [10.86, -1.66, 4.06], [-2.01, -6.04, 6.14], [3.85, 1.80, -1.74], [-5.11, -1.02, 0.85], [0.12, -4.07, -10.91], [3.79, -0.46, 3.34], [-6.58, -0.79, 3.72], [0.51, -4.96, 5.77], [-0.05, -6.00, 3.64], [12.68, -0.68, 4.21], [8.78, -1.38, -0.83], [-0.71, -3.39, 1.09], [-6.83, -2.45, 1.80], [1.42, -5.63, -3.94], [-0.84, -5.32, -4.81], [-0.16, -4.35, 1.54], [-5.65, 5.13, 0.75], [-6.81, 7.71, 6.60], [-8.33, 8.22, -0.08], [7.00, 1.97, -0.98], [-7.11, -1.63, 4.19], [4.60, 2.36, -3.82], [11.04, -0.69, 1.97], [-8.48, 6.73, -1.05], [6.74, -1.09, 0.20], [-6.80, 6.60, 5.21], [0.22, 5.75, -3.66], [0.37, -2.68, 0.07], [-6.54, 7.64, 3.27], [-9.00, 6.73, 0.65], [3.94, -2.05, -0.27], [-4.69, 9.13, 6.70], [-6.45, -2.86, 3.82], [-5.59, 2.24, -0.80], [2.38, -3.81, 0.30], [-5.89, 8.44, 3.65], [9.69, -2.30, 5.66], [-2.10, -3.67, -2.67], [-1.91, -4.96, -0.18], [-0.10, -2.84, -9.25], [4.95, -0.68, 3.37], [-8.14, -1.66, 3.84], [1.12, -6.06, 3.26], [-8.29, 0.09, -1.13], [-6.86, -4.17, 2.26], [-4.73, -0.52, -1.35], [0.74, -1.93, -7.29], [0.94, -2.49, -11.05], [-1.40, -4.52, -2.25], [7.42, 3.03, -0.68], [-5.91, -3.72, 4.76], [-0.63, -2.20, -3.80], [-2.88, -2.80, -0.52], [-5.79, 8.33, -0.23], [5.69, -0.70, -0.19], [2.93, -0.59, 0.40], [-0.73, 6.75, -1.52], [-2.86, -1.69, 1.59], [-1.23, -3.45, -8.59], [0.80, -2.11, -8.50], [7.37, -0.86, -1.99], [5.06, 0.60, 1.46], [6.67, -2.27, 0.28], [-0.47, -5.49, 4.84], [1.88, 2.40, -2.73], [-6.19, 0.70, -1.52], [-4.22, -3.36, -0.77], [11.25, 0.32, 4.55], [-1.33, -3.13, -4.06], [-1.72, 3.07, -3.21], [-6.67, -2.55, -1.23], [0.02, -4.59, 6.68], [-4.80, 9.34, 5.63], [3.36, -1.09, -2.36], [-5.20, -2.65, -3.24], [-2.10, 3.87, -2.56], [-1.86, -3.98, -9.31], [-0.87, -4.14, -7.83], [-1.87, -5.46, 5.22], [0.20, -3.07, -1.04], [-2.50, -5.89, 4.43], [9.70, -3.41, 4.27], [2.36, -1.25, -1.73], [-6.68, 5.35, 0.43], [-2.83, -4.20, 1.28], [-6.26, 3.02, -0.95], [11.81, -0.88, 5.76], [1.93, -2.74, 0.56], [3.56, 2.45, -0.80], [0.89, 4.92, -2.23], [10.31, -2.73, 4.87], [-5.46, 9.32, 2.91], [-1.55, 6.03, -1.56], [-5.25, 10.33, 5.49], [-1.97, -0.74, 0.13], [-0.28, -4.28, -4.66], [-0.94, -2.68, 2.00], [5.18, -1.81, 3.11], [-2.90, -1.43, 0.43], [-2.23, -2.49, -1.81], [8.92, 1.11, -1.88], [7.25, -1.48, 2.46], [-1.19, 4.90, -2.39], [1.78, -2.11, -2.28], [-3.79, -0.18, -2.00], [1.22, -5.75, 6.03], [0.05, -3.00, -10.69], [4.36, 0.81, -1.33], [8.28, 0.93, -0.90], [9.96, -2.37, 2.33], [-6.31, 8.33, 1.48], [6.61, 0.99, -3.08], [5.31, -0.41, 4.46], [2.49, 1.38, -2.58], [-5.95, 7.70, 0.65], [1.05, -4.15, 5.28], [-1.78, 5.67, -0.55], [-2.09, -2.84, -4.90]]}


[2]
{"formula": "C3H5F2NO", "method": "the ωB97M-V functional and the def2-TZVPD basis", "gap_ev": 11.04, "e_tot_ev": -12164.886, "de_lowest_kj_mol": 0.0, "spin_multiplicity": 1, "homo_ev": -10.219, "fmax_ev_per_a": 1.368, "symbols": ["C", "H", "H", "F", "N", "H", "H", "F", "C", "H", "O", "C"], "coordinates": [[-1.38, 0.34, -0.37], [-0.83, -1.66, 0.04], [1.19, -1.00, -1.04], [-2.63, 0.12, 0.11], [0.92, -0.50, -0.21], [-1.41, 0.30, -1.45], [1.41, 0.95, 1.20], [-1.02, 1.59, -0.02], [1.79, 0.42, 0.30], [-0.50, -0.52, 1.36], [2.89, 0.64, -0.16], [-0.43, -0.67, 0.24]]}


[3]
{"formula": "C4H8ClN2", "method": "the ωB97M-V functional and the def2-TZVPD basis", "gap_ev": [9.93, 9.93], "e_tot_ev": -19771.871, "de_lowest_kj_mol": 237.7, "spin_multiplicity": 1, "charge": 1, "homo_ev": [-14.815, -14.815], "fmax_ev_per_a": 5.557, "symbols": ["H", "N", "Cl", "N", "H", "H", "H", "H", "H", "H", "C", "H", "C", "C", "C"], "coordinates": [[0.09, -1.75, -1.20], [1.61, -1.20, 0.08], [3.87, 0.24, 0.00], [1.18, 1.03, -0.80], [-0.42, -1.35, 0.53], [-0.66, 0.43, 1.59], [-0.93, 1.99, 0.54], [-1.98, 0.50, 0.28], [1.31, 1.93, -0.31], [2.01, -2.19, 0.12], [2.25, -0.08, -0.21], [-0.67, 0.20, -1.51], [-0.92, 0.85, 0.54], [-0.10, 0.34, -0.61], [0.27, -1.18, -0.28]]}


[4]
{"formula": "C3H12NO3", "method": "the ωB97M-V functional and the def2-TZVPD basis", "gap_ev": 3.45, "e_tot_ev": -10923.651, "de_lowest_kj_mol": 819.7, "spin_multiplicity": 1, "charge": 1, "homo_ev": -13.851, "fmax_ev_per_a": 1.653, "symbols": ["H", "H", "H", "H", "H", "O", "H", "H", "N", "C", "C", "H", "H", "O", "O", "H", "C", "H", "H"], "coordinates": [[2.08, 0.95, 2.20], [3.25, 0.40, -2.68], [-1.14, 0.20, 3.42], [-0.53, -1.32, 3.13], [-1.30, -1.54, -0.05], [1.31, 0.63, 1.70], [0.44, -1.30, 0.23], [0.14, 1.12, -0.68], [-0.62, -0.37, 2.74], [-0.69, 0.50, -0.33], [-2.02, 0.75, -1.14], [-0.90, 0.79, 0.71], [-0.22, -1.27, -1.42], [-2.48, -0.09, -1.83], [2.41, 0.00, -2.89], [0.54, 0.16, 2.27], [-0.41, -1.00, -0.38], [2.50, -0.41, -3.76], [-2.35, 1.80, -1.25]]}


[5]
{"formula": "CH3NS2", "method": "the ωB97M-V functional and the def2-TZVPD basis", "gap_ev": 9.45, "e_tot_ev": -24242.967, "de_lowest_kj_mol": 303.7, "spin_multiplicity": 1, "homo_ev": -9.262, "fmax_ev_per_a": 2.703, "symbols": ["H", "S", "S", "C", "H", "H", "N"], "coordinates": [[1.18, -1.32, -0.37], [-1.99, -0.64, -0.14], [1.43, 0.99, -0.10], [-2.03, 0.87, -0.05], [0.27, 1.44, -0.45], [0.48, -0.79, 1.07], [0.66, -0.55, 0.05]]}


[6]
{"formula": "C5H11NO", "method": "the ωB97M-V functional and the def2-TZVPD basis", "gap_ev": 10.08, "e_tot_ev": -8901.107, "de_lowest_kj_mol": 57.0, "spin_multiplicity": 1, "homo_ev": -9.160, "fmax_ev_per_a": 1.052, "symbols": ["H", "H", "H", "H", "H", "O", "C", "H", "C", "H", "H", "H", "C", "N", "H", "H", "C", "C"], "coordinates": [[-2.53, 0.61, 0.80], [2.09, -0.33, 1.07], [-2.28, -1.10, 1.10], [0.56, 1.60, 0.84], [0.69, 2.30, -1.64], [-0.33, -2.32, 0.95], [0.57, 1.26, -1.36], [-2.44, -0.52, -0.54], [-2.01, -0.28, 0.44], [-0.17, 0.81, -2.04], [-0.93, 1.81, 0.00], [1.98, -1.11, -0.56], [0.18, -1.26, 0.63], [-0.57, -0.13, 0.44], [1.48, 0.68, -1.49], [2.09, -2.07, 0.86], [-0.04, 1.18, 0.03], [1.67, -1.14, 0.47]]}


[7]
{"formula": "C2F3GaMgNO4S2", "method": "the ωB97M-V functional and the def2-TZVPD basis", "gap_ev": [6.77, 5.11], "e_tot_ev": -99375.919, "de_lowest_kj_mol": 23.3, "spin_multiplicity": 2, "charge": 2, "homo_ev": [-18.972, -18.842], "fmax_ev_per_a": 7.416, "symbols": ["F", "Mg", "S", "C", "C", "O", "O", "O", "S", "F", "N", "Ga", "F", "O"], "coordinates": [[2.48, -0.73, -1.25], [-1.35, -1.45, -0.92], [-0.44, 0.71, -1.89], [2.51, -0.14, -0.06], [-3.19, 0.05, 0.40], [-3.22, -0.65, 1.39], [-3.34, -0.21, -0.81], [0.19, -1.29, 0.35], [0.78, 0.08, 0.61], [3.08, 1.04, -0.17], [0.06, 1.21, -0.23], [-1.70, 1.82, -0.20], [3.20, -0.90, 0.77], [0.94, 0.46, 2.00]]}


[8]
{"formula": "C16H21NO3S", "method": "the ωB97M-V functional and the def2-TZVPD basis", "gap_ev": 8.91, "e_tot_ev": -35399.382, "de_lowest_kj_mol": 286.5, "spin_multiplicity": 1, "homo_ev": -8.236, "fmax_ev_per_a": 0.668, "symbols": ["N", "C", "H", "C", "H", "O", "C", "C", "H", "C", "H", "H", "H", "H", "H", "C", "C", "C", "C", "C", "H", "H", "H", "H", "H", "C", "H", "H", "O", "O", "C", "C", "H", "C", "S", "C", "H", "H", "C", "H", "H", "H"], "coordinates": [[0.77, -2.97, 0.98], [0.55, -3.79, -0.19], [0.26, -3.85, -2.32], [1.20, 1.47, -1.16], [0.11, 2.07, 1.85], [1.31, -0.88, -1.13], [0.82, 2.75, -1.38], [-2.13, -0.91, 0.88], [-3.52, 0.56, 0.18], [-0.10, -0.05, 1.79], [-0.01, 3.03, -2.01], [-0.27, -4.48, 0.02], [-2.77, -1.74, 0.63], [-0.45, 0.16, -1.53], [-1.10, -1.91, -0.82], [-0.89, -1.15, 1.46], [2.59, 3.08, 0.06], [-2.56, 0.37, 0.63], [-0.39, -2.54, 1.76], [-0.53, 1.24, 1.56], [0.87, -0.21, 2.25], [-2.22, 4.69, 0.87], [-0.62, 3.92, 0.67], [2.35, -2.52, -1.67], [-0.09, -2.58, 2.81], [-1.60, 3.84, 1.15], [0.77, 0.19, -2.82], [1.48, 4.75, -0.72], [-2.30, 2.70, 0.71], [-1.01, -2.50, -1.58], [-1.77, 1.47, 0.97], [0.26, -3.08, -1.53], [1.32, -1.83, -2.96], [0.63, 0.21, -1.72], [2.55, 1.36, -0.10], [1.37, -2.07, -1.89], [1.46, -4.39, -0.33], [3.33, 3.53, 0.68], [1.62, 3.68, -0.67], [1.37, -2.18, 0.77], [-1.47, 3.83, 2.24], [-1.19, -3.27, 1.61]]}